1.
40
Properties=species:S:1:pos:R:3 method="wB97M-V/def2-TZVPD" spin_multiplicity=1 mol_weight_g_mol=302.33 homo_ev=-8.8 total_energy_ha=-1027.07558 gap_ev=9.408 e_lumo_ha=0.024
C 2.26928 -1.93402 0.44407
C 2.12767 -0.86513 1.62840
C 3.35104 -1.45530 -0.59670
C 2.91898 -0.10712 -0.93198
C 3.53834 1.04345 -0.58481
C 2.06630 1.43486 -2.12823
C 0.05318 0.49351 0.89015
C 0.00103 2.07661 0.81346
C -1.30127 -0.14997 1.45449
C -2.47872 -0.18159 0.41953
C -3.58979 0.35467 0.95536
C -2.42188 -0.86913 -0.74550
C -4.75697 0.39627 0.18640
C -3.65836 -1.06243 -1.40072
C -4.79192 -0.36944 -0.98786
H 0.98355 -1.27822 -1.06974
H 0.09593 -2.20273 0.04029
H 2.50542 -2.83855 0.93822
H 3.19972 -2.24633 -1.29514
H 4.39560 -1.39834 -0.09316
H 4.37611 1.08912 0.03457
H 1.59634 2.15543 -2.77173
H 3.18330 2.96754 -1.40248
H 1.18018 0.80413 2.56759
H 0.30620 0.17064 -0.18441
H -1.27886 -1.12872 2.13013
H -1.64194 0.50337 2.29019
H -3.57234 0.90979 1.86996
H -1.43109 -1.15833 -1.07659
H -5.69736 0.76755 0.58433
H -3.81337 -1.76840 -2.26173
H -5.67707 -0.64696 -1.57203
H -1.69022 1.75647 -0.14346
N 1.02344 -2.11312 -0.42397
N 1.90856 0.13897 -1.84689
N 2.95097 2.03783 -1.29483
N 1.21147 0.28287 1.64937
O 2.96243 -0.96932 2.44904
O 0.80468 2.86856 1.14832
O -1.20857 2.49149 0.31810

2.
106
Properties=species:S:1:pos:R:3 method="wB97M-V/def2-TZVPD" spin_multiplicity=1 mol_weight_g_mol=599.67 charge=+1 homo_ev=-9.7 total_energy_ha=-2105.62616 gap_ev=5.408 e_lumo_ha=-0.158
C 2.31797 -2.05534 -0.58844
C 1.24690 -1.40816 -1.24615
C 0.29370 -0.38227 -2.15406
P 1.26654 0.70553 -3.44121
C 3.13576 0.33050 -3.40755
O 0.74679 0.26537 -5.06680
C -0.78756 -1.11984 -3.19627
N -2.04846 -0.68987 -2.83976
C -2.31009 0.24686 -1.63846
O -3.27769 -0.53714 -0.89035
C -4.14807 0.22421 -0.00389
C -5.64934 0.46214 -0.70442
C -6.88073 -0.11881 0.26789
C -5.82445 -0.31816 -2.13895
C -7.13730 0.35659 -2.92155
C -8.36963 -0.73115 -3.12598
C -6.75633 0.96267 -4.40872
B -2.65747 1.69744 -2.30578
O -3.28118 2.86484 -1.58976
O -2.30064 1.98288 -3.74071
C -2.24288 3.45905 -3.95787
C -1.60340 3.85991 -5.44135
C -0.75949 0.41804 -1.13051
N -0.47801 1.86356 -0.79080
C 0.77229 2.04518 -0.25383
C 1.37996 1.31699 1.08357
C 1.77768 3.15519 -0.99625
H 3.21621 -2.33968 0.14367
H 3.69892 1.32857 -3.12060
H 3.50165 -0.03852 -4.47734
H 3.47631 -0.49283 -2.64996
H -0.15994 0.64955 -5.27027
H -0.42190 -1.83481 -4.05043
H -2.84233 -1.08735 -3.42733
H -3.69974 1.19978 0.45846
H -4.38458 -0.48789 0.92599
H -5.76085 1.62798 -0.89416
H -7.92042 0.27990 -0.10295
H -6.86769 -1.29332 0.07981
H -6.61422 0.16760 1.37135
H -6.04290 -1.47071 -2.00709
H -4.92753 -0.20108 -2.88055
H -7.52028 1.28618 -2.28390
H -8.35215 -1.21599 -4.19245
H -9.40902 -0.20953 -2.99250
H -8.25400 -1.56314 -2.28058
H -6.07451 1.93621 -4.34373
H -7.73494 1.32122 -4.99160
H -6.24667 0.17350 -5.12771
H -4.24619 2.95855 -1.86671
H -1.54126 4.00629 -3.16376
H -3.33073 3.94596 -3.96127
H -2.50707 4.22612 -6.12804
H -0.93453 4.82686 -5.27339
H -1.01078 2.98857 -5.94822
H -0.76286 -0.19853 -0.12189
H 1.93382 0.30460 0.87100
H 2.20432 2.05424 1.53316
H 0.54273 1.20701 1.90988
H 2.09041 4.03537 -0.28970
H 2.75745 2.56645 -1.34080
H 1.27315 3.51501 -2.01145
C 7.51458 4.06795 5.05436
C 7.09601 3.97541 3.58925
N 6.28817 2.79190 3.28530
C 6.15956 2.52684 1.84937
C 5.43083 3.56654 1.00400
C 5.06018 2.62482 4.06677
C 4.04152 3.75756 4.03674
H 8.01083 3.14916 5.38236
H 8.21960 4.89440 5.18776
H 6.66340 4.26016 5.71322
H 8.02075 3.93508 2.99883
H 6.58358 4.90076 3.30401
H 5.67838 1.55199 1.70008
H 7.16904 2.40386 1.43521
H 4.35284 3.54693 1.17795
H 5.58486 3.34824 -0.05853
H 5.79920 4.58097 1.18234
H 5.34253 2.45149 5.11137
H 4.56169 1.69415 3.76760
H 4.49810 4.73829 4.19999
H 3.30629 3.60830 4.83465
H 3.48839 3.78266 3.09661
C 0.09606 -4.84335 0.66717
C 0.04474 -4.92262 2.19079
N 0.13500 -6.28980 2.70879
C -0.23489 -6.40321 4.12266
C 0.64084 -5.67850 5.13982
C 1.31273 -7.06178 2.30435
C 2.68470 -6.47932 2.62079
H -0.65664 -5.49473 0.21200
H -0.10791 -3.81858 0.34145
H 1.07915 -5.11726 0.27465
H -0.91663 -4.48981 2.49707
H 0.82505 -4.27762 2.60948
H -0.29330 -7.46317 4.40052
H -1.26139 -6.03012 4.23589
H 1.60207 -6.17862 5.27625
H 0.14318 -5.67573 6.11588
H 0.82111 -4.63495 4.86588
H 1.25657 -7.22642 1.22237
H 1.25104 -8.07093 2.73093
H 2.77039 -5.42635 2.33647
H 3.45119 -7.02672 2.06191
H 2.93383 -6.57619 3.67861

3.
77
Properties=species:S:1:pos:R:3 method="wB97M-V/def2-TZVPD" spin_multiplicity=1 mol_weight_g_mol=500.03 charge=-1 homo_ev=-3.9 total_energy_ha=-2411.43311 gap_ev=4.988 e_lumo_ha=0.041
C 3.21979 4.10310 3.07395
C 3.85255 4.07103 1.61007
N 4.49020 2.87706 1.15270
P 3.63866 1.41800 0.59343
N 5.27003 0.61951 0.59798
Cl 3.55701 0.75222 2.67363
C 2.67224 -0.18061 0.15704
C 3.46204 -1.52980 0.04363
C 2.54818 -2.76812 -0.28057
C 1.23009 -2.85827 0.56078
C 2.29123 -2.91749 -1.84756
O 3.86713 1.96496 -1.02575
C 3.85622 1.14279 -2.13354
C 2.52189 1.11753 -3.01782
C 1.86545 2.26859 0.64401
C 0.92962 1.98705 1.71403
C -0.38012 2.67167 1.68445
C -0.52086 3.52926 0.53868
C 0.45951 3.69770 -0.48802
N 1.64364 3.07266 -0.43645
H 2.09817 4.08346 3.04636
H 3.65651 3.33694 3.75048
H 3.45973 5.09872 3.54978
H 4.69376 4.82750 1.73223
H 3.15547 4.66003 0.93831
H 5.21287 3.06015 0.45947
H 5.57797 0.28994 -0.30294
H 5.40433 0.01411 1.39277
H 1.87878 -0.05196 -0.63341
H 2.04056 -0.38098 1.06845
H 4.31868 -1.54892 -0.66644
H 3.90318 -1.72628 1.06086
H 3.15489 -3.67980 -0.00864
H 0.85456 -3.92041 0.51381
H 1.43704 -2.65688 1.64016
H 0.43207 -2.21295 0.12610
H 2.55093 -3.97350 -2.13937
H 1.21289 -2.77098 -2.08948
H 2.98154 -2.26321 -2.43097
H 4.59475 1.60413 -2.86692
H 4.21662 0.08402 -2.07659
H 2.84347 0.97107 -4.08884
H 1.90865 0.20425 -2.78652
H 1.94124 2.06108 -2.94093
H 1.06402 1.29484 2.55730
H -1.14452 2.52359 2.46953
H -1.47521 4.10271 0.44777
H 0.22244 4.38913 -1.33129
O -1.92189 -0.99398 -0.42807
P -3.41238 -1.05882 -0.74319
N -3.90394 -0.11463 0.59105
C -4.41131 -0.50077 1.88411
C -3.59054 1.30829 0.52282
N -3.48153 -2.78450 -0.58199
C -4.17735 -3.53963 0.44104
C -2.22960 -3.49368 -0.88455
N -5.07231 -1.07420 -1.28992
C -6.30796 -1.01213 -0.54384
C -5.24457 -1.67214 -2.61764
H -5.28080 0.11879 2.14498
H -3.66280 -0.38175 2.67639
H -4.77678 -1.52348 1.91942
H -4.29780 1.81911 -0.14541
H -2.58137 1.47562 0.13742
H -3.63836 1.79873 1.49620
H -3.83281 -3.29938 1.45052
H -4.02179 -4.61470 0.31006
H -5.26212 -3.43058 0.37148
H -1.54443 -3.49191 -0.03110
H -1.72199 -3.04533 -1.73974
H -2.43029 -4.53191 -1.16615
H -6.38700 -1.75826 0.24682
H -7.17300 -1.16691 -1.19426
H -6.45338 -0.02284 -0.09804
H -5.38795 -2.75541 -2.55333
H -4.36623 -1.47836 -3.23603
H -6.09764 -1.23387 -3.14474

4.
11
Properties=species:S:1:pos:R:3 method="wB97M-V/def2-TZVPD" spin_multiplicity=1 mol_weight_g_mol=83.09 homo_ev=-8.1 total_energy_ha=-281.52755 gap_ev=9.138 e_lumo_ha=0.037
N -0.75637 0.72271 -1.71417
C 0.08868 0.22281 -0.72019
C -0.28152 -0.89972 -0.03990
N 0.15012 -0.85808 1.24660
C 1.05951 0.40897 1.31982
N 0.97641 1.09198 0.23565
H -0.39621 1.28869 -2.46284
H -1.67052 1.02549 -1.39116
H -0.76660 -1.77706 -0.47010
H -0.00398 -1.76235 1.72397
H 1.60048 0.53657 2.27232

5.
53
Properties=species:S:1:pos:R:3 method="wB97M-V/def2-TZVPD" spin_multiplicity=4 mol_weight_g_mol=835.33 charge=-2 homo_ev="-1.6 / -1.8" s_squared=3.8170 total_energy_ha=-10245.49718 gap_ev="5.366 / 5.563" e_lumo_ha="0.138 / 0.138"
Cr 0.09421 0.59749 0.09339
Cl 3.39360 0.48669 1.62619
C 2.91128 1.37773 3.03070
C 3.70807 1.24826 4.15564
C 3.41479 1.96231 5.30576
C 2.31472 2.80514 5.29301
C 1.53015 2.90192 4.15740
Cl 0.16525 3.99400 4.28041
C 1.77384 2.19005 2.96933
S 0.71773 2.42252 1.59711
H 4.55592 0.57980 4.11123
H 4.02752 1.86387 6.19203
H 2.04335 3.38672 6.16319
C -2.40044 -1.92466 -0.29845
C -1.32699 -1.90167 -1.34207
C -1.43986 -2.78283 -2.45485
C -0.45599 -2.85826 -3.38556
C 0.72339 -2.09051 -3.21725
C 1.86924 -2.14788 -4.04786
Br 1.88394 -3.27412 -5.59143
C 2.98235 -1.41977 -3.74603
C 3.01312 -0.59803 -2.61174
Br 4.59223 0.36056 -2.21297
C 1.92252 -0.46236 -1.75706
O 1.91085 0.25374 -0.69907
C 0.75509 -1.23646 -2.10959
N -0.28735 -1.11530 -1.23085
H -2.85769 -2.91494 -0.29034
H -3.16466 -1.17553 -0.51552
H -2.00853 -1.69004 0.69171
H -2.33068 -3.39273 -2.53292
H -0.54311 -3.52261 -4.23595
H 3.85825 -1.47827 -4.37758
S -0.14506 2.03782 -1.76939
C -1.87859 2.19146 -2.00214
C -2.39640 2.72725 -3.18041
C -3.76212 2.87503 -3.37572
C -4.64175 2.47881 -2.37508
C -4.13978 1.94263 -1.19799
C -2.76792 1.79129 -0.98697
S -2.18393 1.16089 0.54222
H -1.70077 3.02930 -3.95463
H -4.13637 3.29325 -4.30264
H -5.71224 2.58329 -2.50737
H -4.81554 1.63559 -0.40876
F -0.20694 -3.76212 1.79443
C 0.30927 -3.10097 2.83404
F -0.17740 -3.66997 3.94978
F 1.62817 -3.30011 2.81926
S -0.11581 -1.32089 2.81876
O 0.66067 -0.76773 3.89140
O -1.55003 -1.30549 2.92817
O 0.38637 -0.96413 1.47302

6.
42
Properties=species:S:1:pos:R:3 method="wB97M-V/def2-TZVPD" spin_multiplicity=1 mol_weight_g_mol=300.35 homo_ev=-8.6 total_energy_ha=-998.86461 gap_ev=9.274 e_lumo_ha=0.026
C -7.74829 -0.19507 -1.52652
C -7.42809 -0.09352 -0.04171
H -7.62961 0.92116 0.31793
H -8.00769 -0.81610 0.53696
O -6.06460 -0.41587 0.22389
C -5.16461 0.56094 0.03092
O -5.45899 1.67667 -0.32866
C -3.78334 0.12073 0.32010
C -3.48370 -1.17547 0.74063
C -2.18123 -1.53334 0.99891
C -1.14159 -0.60974 0.84296
C -1.43888 0.68359 0.41772
C -2.74882 1.03794 0.16394
H -2.99150 2.03743 -0.16388
H -0.66055 1.41702 0.27982
O 0.09845 -1.07325 1.13901
C 1.20915 -0.21211 1.03011
C 1.61177 0.07581 -0.43461
O 2.82943 -0.52306 -0.79874
C 4.00084 0.00565 -0.33058
C 4.10698 1.10197 0.51455
C 5.36354 1.54186 0.90167
C 6.50557 0.90365 0.46410
C 6.41132 -0.19978 -0.38016
C 5.15866 -0.63666 -0.76894
H 5.04657 -1.48693 -1.42383
C 7.65119 -0.88670 -0.86584
H 8.32447 -1.09182 -0.03556
H 7.40941 -1.82217 -1.36288
H 8.18008 -0.24733 -1.57240
H 7.47714 1.25698 0.77583
H 5.44129 2.39639 1.55779
H 3.23325 1.61842 0.87909
H 0.87174 -0.38029 -1.09882
H 1.64323 1.15487 -0.63350
H 1.02384 0.71579 1.58521
H 2.02375 -0.75515 1.51753
H -1.92929 -2.52904 1.32787
H -4.28010 -1.89206 0.86257
H -8.80542 -0.00243 -1.68562
H -7.50666 -1.18854 -1.89693
H -7.16869 0.53959 -2.07991

7.
13
Properties=species:S:1:pos:R:3 method="wB97M-V/def2-TZVPD" spin_multiplicity=1 mol_weight_g_mol=93.03 charge=+1 homo_ev=-11.8 total_energy_ha=-313.68833 gap_ev=7.351 e_lumo_ha=-0.164
C -0.34491 -0.82463 -0.24272
C -0.64917 0.52118 0.31304
H -1.70819 0.79848 0.19203
O 0.15320 -3.09340 0.39118
C 0.14657 -1.75661 0.60647
H 0.89967 -1.48618 1.34980
H -0.59964 -3.38096 -0.13642
H -0.15676 0.45789 1.36382
H 0.16553 -0.67982 -1.26982
C 0.10749 1.59282 -0.54590
O 0.66800 2.55600 -0.05914
Li 1.48630 3.70633 -0.34104
H -0.16808 1.58891 -1.62129

8.
51
Properties=species:S:1:pos:R:3 method="wB97M-V/def2-TZVPD" spin_multiplicity=1 mol_weight_g_mol=364.44 homo_ev=-7.5 total_energy_ha=-1187.95313 gap_ev=7.740 e_lumo_ha=0.008
C 1.42287 -0.27922 8.31799
H 0.60640 0.44850 8.36437
O 1.08201 -1.39364 7.53199
C 0.78754 -1.20739 6.20698
C 0.81567 0.04126 5.59229
C 0.52126 0.20472 4.25441
C 0.18375 -0.89402 3.46611
C 0.15476 -2.14472 4.08179
C 0.44329 -2.33060 5.42714
O 0.35915 -3.62724 5.83315
C 0.55237 -4.00047 7.17866
H 0.38534 -5.07746 7.19796
H 1.56720 -3.78452 7.51872
H -0.16363 -3.51072 7.84194
H -0.10267 -3.02381 3.51166
C -0.13569 -0.79992 2.05847
C -0.20388 0.30676 1.30721
C -0.55019 0.21340 -0.11958
O -0.78343 -0.83370 -0.69829
N -0.61620 1.41414 -0.76281
H -0.30635 2.24941 -0.29452
C -0.88022 1.47701 -2.17689
H -1.37009 2.42195 -2.41942
H -1.56010 0.65321 -2.41211
C 0.40337 1.29976 -3.01810
N 0.08672 0.96342 -4.37345
C -0.22965 1.85817 -5.36175
C -0.20815 3.24640 -5.36665
C -0.56828 3.89088 -6.53191
C -0.94346 3.17581 -7.67116
C -0.96915 1.79901 -7.67423
C -0.61178 1.12131 -6.51016
C -0.52950 -0.25110 -6.14977
C -0.11741 -0.31350 -4.85044
C 0.13777 -1.51169 -4.00747
H 1.20590 -1.62494 -3.81318
H -0.37209 -1.44851 -3.04634
H -0.20803 -2.39962 -4.52911
H -0.75191 -1.08695 -6.78328
H -1.25996 1.24974 -8.55764
H -1.21822 3.72015 -8.56317
H -0.56216 4.97078 -6.56570
H 0.07934 3.81162 -4.49144
H 0.99877 2.21751 -3.00350
H 0.99520 0.49375 -2.57761
H -0.01803 1.29327 1.70543
H -0.34849 -1.73680 1.55763
H 0.56029 1.19478 3.82964
H 1.07602 0.91298 6.17106
H 1.60673 -0.67569 9.31568
H 2.33070 0.21126 7.95241

9.
14
Properties=species:S:1:pos:R:3 method="wB97M-V/def2-TZVPD" spin_multiplicity=1 mol_weight_g_mol=106.17 charge=+1 homo_ev=-12.4 total_energy_ha=-643.04698 gap_ev=8.740 e_lumo_ha=-0.135
C 0.44308 0.67891 -0.30735
C 0.10869 -1.67695 0.50653
N -1.39094 0.28452 0.41996
N -2.26200 1.20491 0.14540
N 1.06630 -0.59455 -0.09217
S -1.42042 -1.26228 -0.33192
H 0.03741 0.85917 -1.30560
H 1.19245 1.42614 0.04427
H 0.55602 -2.57872 0.23139
H -0.02197 -1.59588 1.60354
H -2.69646 1.41149 -0.80786
H -2.25931 1.88264 0.79186
H 1.20518 -1.10080 -1.05261
H 2.03925 -0.59402 0.38553

Please write out number 3 again, unchanged.
77
Properties=species:S:1:pos:R:3 method="wB97M-V/def2-TZVPD" spin_multiplicity=1 mol_weight_g_mol=500.03 charge=-1 homo_ev=-3.9 total_energy_ha=-2411.43311 gap_ev=4.988 e_lumo_ha=0.041
C 3.21979 4.10310 3.07395
C 3.85255 4.07103 1.61007
N 4.49020 2.87706 1.15270
P 3.63866 1.41800 0.59343
N 5.27003 0.61951 0.59798
Cl 3.55701 0.75222 2.67363
C 2.67224 -0.18061 0.15704
C 3.46204 -1.52980 0.04363
C 2.54818 -2.76812 -0.28057
C 1.23009 -2.85827 0.56078
C 2.29123 -2.91749 -1.84756
O 3.86713 1.96496 -1.02575
C 3.85622 1.14279 -2.13354
C 2.52189 1.11753 -3.01782
C 1.86545 2.26859 0.64401
C 0.92962 1.98705 1.71403
C -0.38012 2.67167 1.68445
C -0.52086 3.52926 0.53868
C 0.45951 3.69770 -0.48802
N 1.64364 3.07266 -0.43645
H 2.09817 4.08346 3.04636
H 3.65651 3.33694 3.75048
H 3.45973 5.09872 3.54978
H 4.69376 4.82750 1.73223
H 3.15547 4.66003 0.93831
H 5.21287 3.06015 0.45947
H 5.57797 0.28994 -0.30294
H 5.40433 0.01411 1.39277
H 1.87878 -0.05196 -0.63341
H 2.04056 -0.38098 1.06845
H 4.31868 -1.54892 -0.66644
H 3.90318 -1.72628 1.06086
H 3.15489 -3.67980 -0.00864
H 0.85456 -3.92041 0.51381
H 1.43704 -2.65688 1.64016
H 0.43207 -2.21295 0.12610
H 2.55093 -3.97350 -2.13937
H 1.21289 -2.77098 -2.08948
H 2.98154 -2.26321 -2.43097
H 4.59475 1.60413 -2.86692
H 4.21662 0.08402 -2.07659
H 2.84347 0.97107 -4.08884
H 1.90865 0.20425 -2.78652
H 1.94124 2.06108 -2.94093
H 1.06402 1.29484 2.55730
H -1.14452 2.52359 2.46953
H -1.47521 4.10271 0.44777
H 0.22244 4.38913 -1.33129
O -1.92189 -0.99398 -0.42807
P -3.41238 -1.05882 -0.74319
N -3.90394 -0.11463 0.59105
C -4.41131 -0.50077 1.88411
C -3.59054 1.30829 0.52282
N -3.48153 -2.78450 -0.58199
C -4.17735 -3.53963 0.44104
C -2.22960 -3.49368 -0.88455
N -5.07231 -1.07420 -1.28992
C -6.30796 -1.01213 -0.54384
C -5.24457 -1.67214 -2.61764
H -5.28080 0.11879 2.14498
H -3.66280 -0.38175 2.67639
H -4.77678 -1.52348 1.91942
H -4.29780 1.81911 -0.14541
H -2.58137 1.47562 0.13742
H -3.63836 1.79873 1.49620
H -3.83281 -3.29938 1.45052
H -4.02179 -4.61470 0.31006
H -5.26212 -3.43058 0.37148
H -1.54443 -3.49191 -0.03110
H -1.72199 -3.04533 -1.73974
H -2.43029 -4.53191 -1.16615
H -6.38700 -1.75826 0.24682
H -7.17300 -1.16691 -1.19426
H -6.45338 -0.02284 -0.09804
H -5.38795 -2.75541 -2.55333
H -4.36623 -1.47836 -3.23603
H -6.09764 -1.23387 -3.14474